The following is a quantum chemistry calculation of the molecule C18H19FN2O4S at a distorted geometry, from OMol25.

Each line ends with the Löwdin charge.
Geometry (Å):
1 O -4.351 -2.371 0.082  -0.278
2 S -3.452 -1.590 0.877  0.667
3 O -3.545 -1.632 2.304  -0.275
4 C -3.641 0.131 0.370  -0.263
5 C -4.119 0.419 -0.894  -0.077
6 C -4.238 1.741 -1.295  -0.056
7 C -3.878 2.764 -0.433  0.004
8 C -3.417 2.444 0.833  -0.259
9 F -3.073 3.437 1.672  0.071
10 C -3.292 1.131 1.256  0.003
11 N -1.919 -2.067 0.478  -0.234
12 C -0.811 -1.586 1.263  -0.157
13 C -0.138 -0.376 0.615  -0.152
14 N 0.251 -0.708 -0.745  -0.167
15 C 1.031 0.357 -1.354  -0.158
16 C 2.365 0.506 -0.670  -0.230
17 C 2.836 1.748 -0.280  -0.044
18 C 4.075 1.906 0.340  0.011
19 C 4.812 0.770 0.559  -0.206
20 C 4.340 -0.488 0.175  -0.192
21 C 3.126 -0.646 -0.442  0.055
22 O 5.266 -1.441 0.511  0.037
23 C 6.336 -0.746 1.113  -0.159
24 O 6.043 0.635 1.143  0.035
25 C -0.919 -1.054 -1.530  -0.164
26 C -1.599 -2.277 -0.911  -0.163
27 H -4.406 -0.397 -1.538  0.115
28 H -4.612 1.977 -2.279  0.111
29 H -3.961 3.800 -0.723  0.121
30 H -2.953 0.887 2.249  0.130
31 H -1.196 -1.347 2.254  0.116
32 H -0.080 -2.396 1.348  0.134
33 H 0.761 -0.115 1.176  0.128
34 H -0.823 0.493 0.630  0.118
35 H 0.491 1.320 -1.340  0.127
36 H 1.200 0.082 -2.400  0.130
37 H 2.233 2.625 -0.462  0.109
38 H 4.438 2.874 0.639  0.117
39 H 2.758 -1.614 -0.735  0.128
40 H 6.483 -1.114 2.142  0.140
41 H 7.258 -0.914 0.534  0.140
42 H -0.598 -1.300 -2.545  0.126
43 H -1.634 -0.212 -1.585  0.116
44 H -2.529 -2.521 -1.424  0.115
45 H -0.919 -3.133 -0.974  0.133

## Properties
Multiplicity: 1
HOMO: -8.23 eV
SMILES string: O=S(=O)(c1cccc(F)c1)N1CCN(Cc2ccc3c(c2)OCO3)CC1


The following is a quantum chemistry calculation of a structure of composition C18H19HfN7O2Se2Te2 at a distorted geometry, from OMol25.

Each line ends with the Löwdin charge.
Geometry (Å):
1 Hf 0.543 0.034 0.471  0.783
2 Se -1.796 -1.032 0.663  -0.055
3 Te -1.675 0.138 2.930  0.365
4 Te 0.940 -0.114 3.608  0.376
5 Se 2.025 1.518 1.913  -0.001
6 C 0.902 -2.527 -1.891  0.023
7 C 1.951 -2.553 -0.844  -0.317
8 N 1.993 -1.692 0.185  -0.079
9 C 3.153 -1.990 0.885  -0.111
10 C 3.780 -3.024 0.269  -0.014
11 N 3.014 -3.370 -0.808  0.015
12 C 3.376 -4.368 -1.801  -0.043
13 N 3.560 -3.766 -3.076  -0.074
14 N 2.792 -4.138 -4.140  0.057
15 N 3.177 -3.560 -5.179  0.090
16 C 4.235 -2.741 -4.893  -0.212
17 C 5.008 -1.906 -5.696  0.012
18 C 5.977 -1.157 -5.069  -0.066
19 C 6.183 -1.223 -3.685  -0.073
20 C 5.454 -2.070 -2.875  -0.024
21 C 4.490 -2.847 -3.502  -0.161
22 H 0.095 -1.838 -1.605  0.033
23 H 0.477 -3.519 -2.051  0.111
24 H 1.324 -2.213 -2.846  0.096
25 H 3.465 -1.438 1.756  0.091
26 H 4.690 -3.534 0.513  0.143
27 H 2.577 -5.112 -1.911  0.157
28 H 4.296 -4.856 -1.455  0.158
29 H 4.850 -1.873 -6.760  0.124
30 H 6.603 -0.499 -5.650  0.113
31 H 6.945 -0.600 -3.242  0.112
32 H 5.642 -2.122 -1.812  0.099
33 O -2.988 5.532 -3.947  -0.016
34 C -1.707 5.481 -4.486  -0.240
35 N -1.059 4.388 -3.782  0.105
36 C 0.188 3.998 -4.070  -0.447
37 O 0.859 4.498 -4.943  0.107
38 C 0.815 2.888 -3.226  -0.044
39 C 2.171 2.659 -3.489  0.069
40 C 2.868 1.722 -2.742  0.011
41 C 2.203 1.047 -1.737  -0.161
42 N 0.883 1.218 -1.487  -0.104
43 C 0.212 2.117 -2.238  -0.031
44 H -3.504 6.227 -4.369  0.113
45 H -1.143 6.413 -4.321  0.144
46 H -1.707 5.278 -5.567  0.142
47 H -1.656 3.994 -3.075  0.138
48 H 2.654 3.232 -4.272  0.143
49 H 3.916 1.533 -2.922  0.126
50 H 2.742 0.344 -1.092  0.089
51 H -0.846 2.192 -2.016  0.129

## Properties
Charge: +2
Multiplicity: 1
HOMO: -13.92 eV


For each record above, in turn, the calculated electronic energy values are -43696.168 -180074.286 eV.
For each record above, in turn, the calculated energy above the lowest of the compared OMol25 structures with the same formula, charge and spin values are 1.237 0.638 eV.
For each record above, in turn, the calculated HOMO-LUMO gap values are 8.69 6.52 eV.